Density functional theory data (ωB97M-V/def2-TZVPD) for a single C5H4N2O molecule in a non-equilibrium geometry.

The geometry in ORCA input format:
```
! RIJCOSX wB97M-V def2-TZVPD def2/J DEFGRID3
* xyz 0 1
C -0.99999 1.34563 -0.22294
C 0.38054 -0.67247 0.10891
N -1.90650 0.32968 -0.98098
H -0.55674 -2.53305 0.11806
O -2.72244 -0.05781 1.04184
H 1.17529 1.40428 0.06674
H -1.12171 2.38212 -0.75021
H 1.14083 -1.08668 0.61108
C -0.76194 -1.46399 -0.15444
N -1.85609 -1.02524 -0.61774
C 0.34028 0.68205 0.05752
C -2.18463 0.72506 0.29588
*
```

Computed properties:
LUMO = -0.386 eV
strongest force on any atom = 4.61 eV/A
E_tot = -377.4705 Eh
relative energy (zero: lowest compared OMol25 entry of this formula, charge and spin) = 5.268 eV
Kohn-Sham gap = 8.742 eV

Results of the natural (NBO) charge analysis, in e, for atoms 1 through 5:
1 C -0.202
2 C -0.257
3 N -0.282
4 H 0.205
5 O -0.489

***

Density functional theory data (ωB97M-V/def2-TZVPD) for C44H36CaF6N2O5PS3Se2Si as an isolated structure in a non-equilibrium geometry.

The geometry in ORCA input format:
```
! RIJCOSX wB97M-V def2-TZVPD def2/J DEFGRID3
* xyz -1 1
Si 2.75255 1.73001 1.37304
Se -1.18334 1.15148 -0.38347
H -0.38645 -0.33554 -6.78280
C -1.91441 -5.33982 -4.15261
H -3.29384 -6.32408 2.77098
H 1.94842 4.06170 3.06272
C -1.22479 -4.96780 -3.00830
C -2.25829 -5.18390 1.28500
C 0.81849 5.40503 1.84219
O -0.35783 -1.12602 2.22163
H 0.67543 1.32366 3.32923
C 2.81572 1.56223 3.23844
C -3.90092 -4.25858 2.77573
C -4.55381 2.45886 -3.11763
H 0.58571 1.05804 5.76618
H -5.35450 5.74473 -2.95011
H -5.92351 3.68909 -4.21131
H -2.66337 -1.85551 0.73101
H -2.54480 3.50722 -0.60000
H -2.85094 -1.57834 -3.49693
C -1.22970 1.35498 -3.97271
Ca 0.39842 -0.89235 0.25289
C -4.86122 4.80928 -2.71402
C 6.85551 2.22709 0.56437
C 1.65529 3.24320 1.08861
O 2.16384 -1.89560 -0.16694
C 5.67601 3.89266 -0.69018
H 2.67221 1.14164 7.10688
C 4.41826 2.30638 0.67142
N 2.14254 -1.37474 2.45430
C -3.59152 2.40673 -2.10807
H -0.14216 -5.02270 -2.97306
F 3.15589 -4.14328 0.56132
C -0.84411 -0.13306 -5.82141
C 3.92541 1.48712 5.39837
H -3.85529 -4.01340 -1.07767
C 2.71124 1.26974 6.03117
H 5.65978 0.85139 1.66352
H 4.92920 1.81076 3.53747
C 3.97363 1.63172 4.01248
C -3.91671 4.75813 -1.70063
P -2.81447 0.79039 -1.75278
F 1.65289 -2.51039 4.94729
C 3.65921 -3.21670 1.37919
S -0.92405 -3.74212 -0.62101
S 2.93628 -1.44847 1.01481
C 0.50354 -2.46235 4.29928
H -1.36871 -5.69829 -5.01632
H -4.61991 -4.39141 3.57513
H -1.78151 -1.92587 -1.41552
O 0.62248 -3.30361 1.78821
H 5.67592 4.73707 -1.36989
C 0.25817 5.64189 0.59278
O 2.03671 0.42084 0.66718
C -5.18281 3.65411 -3.42146
H -0.01764 1.84685 -5.66974
F 3.44467 -3.63358 2.63302
H -0.27812 6.56394 0.40073
C 1.51088 4.22145 2.08294
H -3.66242 5.65434 -1.14703
H 7.78528 1.76292 0.87325
C 4.46886 3.39991 -0.20164
C -3.28364 3.55630 -1.39199
F -0.08793 -3.64735 4.35739
H 3.55205 3.88820 -0.50830
C -2.22537 -0.83401 -3.97660
C -3.71815 -3.00635 2.20976
O 4.22868 -0.81982 0.94057
H -1.76690 -2.06554 -5.67251
H -3.83650 -5.49736 -5.09465
C -0.64102 1.09549 -5.19982
F 4.98589 -3.19582 1.19528
H -5.07091 -4.66624 -3.11549
H 7.81596 3.70227 -0.67150
C -2.80719 -2.83245 1.17244
C 1.09112 3.51687 -0.16188
C 5.64780 1.72853 1.03204
H -0.03245 4.86912 -1.39190
H -1.06001 2.30331 -3.47516
N -0.85697 -2.20663 -1.07987
C -1.92734 -4.49659 -1.90546
F -0.28275 -1.56466 4.87182
C -3.31129 -4.39851 -1.93005
C -2.04013 0.39627 -3.36240
H 0.72346 6.14339 2.63027
C 1.54078 1.21544 5.27767
H 4.83786 1.54747 5.98052
C 6.87421 3.31364 -0.30101
C -2.10595 -3.92729 0.71464
C 0.39680 4.69272 -0.41106
C -3.99292 -4.76629 -3.08350
C -1.62334 -1.09900 -5.20350
C -3.29918 -5.22950 -4.19311
H -4.28631 -2.15383 2.55997
H -4.81241 1.55273 -3.65422
H 1.19701 2.79628 -0.96284
C -3.16357 -5.34905 2.31862
C 1.59762 1.36242 3.90182
H -1.67124 -6.02353 0.92620
S 0.75174 -2.04917 2.50229
Se -4.32481 -0.65057 -1.29403
*
```

Computed properties:
LUMO = 2.208 eV
strongest force on any atom = 3.97 eV/A
E_tot = -10089.3150 Eh
relative energy (zero: lowest compared OMol25 entry of this formula, charge and spin) = 2.859 eV
Kohn-Sham gap = 7.412 eV

Results of the Mulliken charge analysis, in e, for atoms 1 through 5:
1 Si 0.130
2 Se -0.478
3 H 0.377
4 C -0.696
5 H 0.402

***

Density functional theory data (ωB97M-V/def2-TZVPD) for a 2-piece molecular cluster, C3H4N2O overall in a non-equilibrium geometry.

The geometry in ORCA input format:
```
! RIJCOSX wB97M-V def2-TZVPD def2/J DEFGRID3
* xyz 0 1
H 0.04633 -2.15725 -1.38215
H 1.59781 -2.38319 -0.55288
H 0.09066 -2.34248 0.38238
C 0.73875 -0.47135 -0.32947
H -0.69770 2.56338 0.55617
C 0.61108 -1.91703 -0.47832
N 0.92013 0.67890 -0.24307
O 1.08223 1.87853 -0.14412
C -1.69601 2.27631 0.88633
N -2.72742 1.89349 1.22300
*
```

Computed properties:
LUMO = 0.523 eV
strongest force on any atom = 2.71 eV/A
E_tot = -301.3482 Eh
relative energy (zero: lowest compared OMol25 entry of this formula, charge and spin) = 3.784 eV
Kohn-Sham gap = 10.648 eV

Results of the natural (NBO) charge analysis, in e, for atoms 1 through 5:
1 H 0.254
2 H 0.253
3 H 0.256
4 C 0.242
5 H 0.256

***

> Which formula does entry 2 have?

C44H36CaF6N2O5PS3Se2Si